[1]
Density functional theory data (the ωB97M-V functional and the def2-TZVPD basis) for 12 unconnected molecules or ions with the total composition C58H150N10O19.

Geometry as XYZ:
```
237
Properties=species:S:1:pos:R:3:mulliken_charge:R:1
C -0.7113 1.0971 5.0303 -0.809
O -0.6207 -0.2529 4.7374 -0.018
C -0.3038 -1.1057 5.7819 -1.158
C 0.0348 -2.4640 5.2673 1.695
C -1.1225 -3.2352 4.6446 -1.530
N 0.7679 -3.2477 6.2935 -0.642
H 0.3284 1.5379 5.0843 0.100
H -1.2363 1.2972 5.9652 0.380
H -1.2139 1.6184 4.2147 0.118
H 0.5702 -0.7600 6.3162 0.299
H -1.1089 -1.2485 6.5507 0.337
H 0.6915 -2.3082 4.4218 -0.585
H -1.7734 -3.5985 5.4176 0.489
H -0.7684 -4.1546 4.1818 0.530
H -1.6711 -2.6305 3.9303 -0.052
H 0.0903 -3.7586 6.8199 0.251
H 1.5088 -3.8160 5.9701 0.279
C 0.6755 -1.0417 -1.3463 0.779
O 1.0960 -0.8203 -0.0084 1.923
C 0.1266 -1.0866 0.9825 0.361
C -1.0178 -0.0660 0.9900 2.205
C -0.4406 1.3793 0.9919 -1.358
N -1.8472 -0.4272 2.1120 1.813
H 1.5339 -0.5986 -1.8579 -0.236
H -0.2699 -0.5874 -1.6706 -0.467
H 0.6685 -2.0990 -1.6673 -1.095
H -0.2316 -2.1234 0.9112 -0.148
H 0.6471 -1.1121 1.9519 -0.805
H -1.6209 -0.1463 0.0854 -0.895
H 0.3555 1.4458 1.7064 0.227
H -1.1249 2.2197 1.1541 -0.172
H -0.0315 1.4875 0.0022 -0.048
H -2.7936 -0.0983 2.1486 -0.461
H -1.4295 -0.2849 2.9896 -0.754
C 2.5016 -1.7573 -4.1675 -0.681
O 1.1984 -2.3090 -4.1225 0.267
C 1.1355 -3.5485 -4.7838 -1.019
C -0.2162 -4.2557 -4.4903 1.373
C -0.2734 -4.7514 -3.0505 -0.872
N -0.4017 -5.3353 -5.4723 -0.731
H 3.1806 -2.0696 -3.3402 0.234
H 2.4349 -0.6767 -4.0324 -0.038
H 3.0275 -1.9256 -5.1156 0.406
H 1.0507 -3.4878 -5.8891 0.285
H 1.9461 -4.2859 -4.5501 0.335
H -0.9351 -3.4663 -4.5135 -0.466
H -1.2439 -5.1999 -2.9317 0.470
H -0.2432 -3.8779 -2.3804 -0.204
H 0.4485 -5.5032 -2.6637 0.347
H 0.1160 -6.1734 -5.2373 0.223
H -1.3296 -5.6036 -5.6650 0.261
C -3.6563 2.2828 -2.0685 0.788
O -4.1614 2.0772 -3.4018 -0.403
C -5.5130 1.6986 -3.4438 -0.093
C -5.8853 1.3269 -4.8790 -0.913
N -5.1439 0.0934 -5.2274 0.090
C -5.2155 -0.2810 -6.6393 -1.037
C -4.2889 0.4437 -7.5687 -0.552
O -2.9501 0.4804 -7.1883 -0.375
C -2.4273 -0.8363 -7.0324 -0.647
H -3.3633 1.3242 -1.6108 -0.126
H -4.4444 2.7048 -1.4463 -0.240
H -2.7727 2.9012 -2.0453 -0.276
H -6.1539 2.5376 -3.1798 0.393
H -5.6476 0.8239 -2.8047 0.029
H -5.4460 2.1830 -5.4417 0.364
H -6.9702 1.2259 -5.0055 0.477
H -4.1869 0.3591 -4.9948 -0.148
H -6.2400 -0.1168 -6.9606 0.513
H -5.0394 -1.3403 -6.7171 0.313
H -4.5701 1.4733 -7.8103 0.392
H -4.3517 -0.1038 -8.5481 0.409
H -2.9169 -1.2688 -6.1863 0.246
H -1.3192 -0.7987 -6.9369 0.072
H -2.6665 -1.3559 -7.9515 0.553
C -7.4008 1.0362 1.0304 -0.630
O -6.1420 0.7624 0.4636 0.276
C -5.7631 -0.5681 0.7022 0.216
C -5.6460 -0.9971 2.1988 -0.947
N -4.7003 -0.0953 2.8923 0.430
C -4.6648 -0.2217 4.2914 -0.702
C -6.0415 0.1180 4.9098 -0.757
O -6.2965 1.4678 4.4882 -0.096
C -7.4122 1.9516 5.2194 -0.945
H -8.1745 0.2573 0.8128 0.332
H -7.7654 1.9319 0.5263 0.059
H -7.4035 1.1887 2.0883 0.004
H -4.8024 -0.7737 0.1935 -0.699
H -6.4637 -1.3014 0.2942 0.539
H -5.3088 -2.0443 2.1862 0.200
H -6.6223 -1.0300 2.6940 0.446
H -5.0380 0.8307 2.6574 -0.231
H -3.9774 0.5011 4.7304 0.112
H -4.3481 -1.2271 4.5862 0.355
H -5.9104 0.0803 6.0057 0.551
H -6.8922 -0.4672 4.5166 0.337
H -7.2265 2.0571 6.3121 0.326
H -8.3284 1.3642 5.0722 0.384
H -7.6428 2.9867 4.9148 0.231
C -10.7225 3.9901 1.3582 -0.683
O -9.5781 4.2014 0.5976 -0.377
C -8.4165 4.5498 1.3338 -0.046
C -7.3436 5.0016 0.3124 -0.435
N -6.0936 5.2636 1.0348 -0.408
C -5.3476 4.0510 1.3420 0.856
C -3.8760 4.4454 1.4772 -0.668
O -3.4067 4.6948 0.1547 -0.115
C -2.0469 5.0946 0.1131 -0.661
H -10.9209 4.8756 2.0167 0.302
H -10.6331 3.0520 1.9227 0.235
H -11.6078 3.8633 0.6595 0.231
H -8.0157 3.6735 1.8893 -0.275
H -8.6668 5.4637 1.9579 0.580
H -7.7066 5.9447 -0.0702 0.494
H -7.2315 4.2664 -0.5418 -0.030
H -5.4833 5.9271 0.5783 0.344
H -5.4424 3.3504 0.4571 -0.585
H -5.6321 3.5503 2.2322 0.021
H -3.4116 3.6254 2.0395 0.020
H -3.6284 5.2798 2.1156 0.547
H -1.4408 4.3686 0.6299 0.372
H -1.9509 6.0667 0.5818 0.424
H -1.6710 5.1295 -0.8856 -0.054
C -0.6471 0.9199 -4.5994 -0.695
O -0.4749 2.0962 -3.8382 -0.269
C 0.7270 2.1776 -3.1862 0.086
C 0.9249 3.5058 -2.6254 0.252
N 1.0300 4.4476 -3.7288 -0.403
C 0.6295 5.7740 -3.2244 -0.181
C 0.4852 6.6709 -4.4447 -0.516
O -0.0986 7.9255 -4.0309 -0.295
C -0.1943 8.7290 -5.1393 -0.781
H 0.0397 1.0524 -5.4413 0.485
H -1.6239 0.9334 -5.0869 0.055
H -0.4052 0.0481 -4.0154 0.250
H 1.5723 1.9121 -3.8317 0.366
H 0.8040 1.4572 -2.3361 -0.469
H 1.8189 3.4477 -1.9923 0.312
H 0.1006 3.8345 -1.9610 -0.428
H 0.2880 4.1968 -4.3830 0.312
H 1.4413 6.1374 -2.5569 0.267
H -0.3206 5.8741 -2.6553 -0.022
H -0.1082 6.2651 -5.2953 0.338
H 1.4861 6.8221 -4.9039 0.336
H 0.7472 9.1762 -5.4878 0.299
H -0.8234 9.5934 -4.8755 0.253
H -0.6684 8.2793 -6.0026 0.334
C 10.6593 -0.4505 -0.7971 -0.750
O 9.7090 0.2529 -0.0051 -0.274
C 9.8819 1.6246 -0.1167 -0.572
C 8.7378 2.2552 0.6279 -0.608
N 7.4766 2.1102 -0.0397 -0.404
C 6.4035 2.7426 0.6885 0.221
C 5.0697 2.3918 0.0995 -0.628
O 4.9761 0.9926 -0.0244 -0.370
C 3.7073 0.5697 -0.4561 -0.219
H 10.4965 -1.5229 -0.6481 0.211
H 11.6942 -0.0833 -0.6149 0.292
H 10.5358 -0.3019 -1.8694 0.327
H 9.8480 1.9593 -1.1886 0.320
H 10.7696 1.9925 0.4479 0.418
H 8.8710 3.3149 0.7335 0.467
H 8.7012 1.8275 1.6353 0.189
H 7.3292 1.1164 -0.1920 0.324
H 6.5266 3.8265 0.6372 0.337
H 6.4083 2.4484 1.7510 -0.461
H 4.8881 2.8351 -0.8735 0.386
H 4.3041 2.7376 0.8144 0.339
H 3.4180 1.2571 -1.2712 0.244
H 2.9377 0.7068 0.3045 0.101
H 3.8032 -0.4790 -0.7862 0.097
C 3.9799 -1.4605 2.7927 -0.457
O 3.8405 -1.6551 4.1911 -0.512
C 3.2461 -0.5078 4.7837 0.206
C 4.0267 0.7551 4.7747 -0.758
N 5.1952 0.5845 5.6308 -0.154
C 6.1099 1.6368 5.4319 -0.159
C 7.3271 1.4409 6.3290 -0.759
O 7.0967 1.4571 7.7269 -0.381
C 6.9492 0.1960 8.3790 -0.642
H 3.1322 -0.9943 2.2569 0.269
H 4.1307 -2.4395 2.3380 0.084
H 4.8568 -0.8109 2.5778 0.278
H 3.0680 -0.8155 5.8018 0.452
H 2.2851 -0.2525 4.3037 -0.357
H 3.4166 1.5485 5.1907 0.497
H 4.2615 1.0042 3.7574 0.118
H 5.6950 -0.2405 5.3691 0.328
H 5.6759 2.5961 5.6899 0.414
H 6.4796 1.8309 4.4273 -0.175
H 8.0772 2.2317 6.1631 0.407
H 7.8460 0.4978 5.9862 0.337
H 7.6605 -0.5697 8.0513 0.290
H 5.9025 -0.1365 8.3866 0.223
H 7.1615 0.3278 9.4177 0.278
C 10.2521 -7.5097 -2.3577 -0.656
O 9.3394 -7.3833 -1.3271 -0.298
C 8.3981 -6.3045 -1.5168 -0.399
C 7.3605 -6.2814 -0.3244 -0.654
N 6.2528 -5.4059 -0.5829 -0.109
C 5.1049 -5.5863 0.3085 -0.765
C 4.0658 -4.6054 -0.1535 -0.227
O 2.9348 -4.7904 0.6972 -0.514
C 1.9323 -3.9635 0.3273 0.327
H 11.0331 -6.6911 -2.4184 0.246
H 9.6759 -7.4738 -3.3375 0.267
H 10.7213 -8.4866 -2.3512 0.263
H 7.8710 -6.5014 -2.4442 0.338
H 8.9997 -5.3565 -1.5863 0.258
H 7.8595 -6.0519 0.6361 0.296
H 6.9590 -7.2977 -0.2789 0.306
H 6.5557 -4.4449 -0.5769 0.215
H 5.3232 -5.3580 1.3786 0.223
H 4.8283 -6.6206 0.2429 0.413
H 3.8519 -4.7222 -1.2162 0.334
H 4.5397 -3.6477 -0.0089 0.060
H 1.0948 -4.1336 1.0201 -0.156
H 1.5750 -4.0174 -0.7206 0.200
H 2.2995 -2.9434 0.4864 -0.052
C -1.8106 -5.0751 1.4926 -0.805
C -2.5040 -4.0886 0.5957 0.277
O -3.1096 -2.9800 1.2460 -0.263
H -2.5551 -5.6294 2.0468 0.441
H -1.1291 -4.5958 2.1992 -0.451
H -1.2453 -5.6831 0.7949 0.401
H -3.2547 -4.6720 0.0557 0.442
H -1.8566 -3.6992 -0.2256 -0.183
H -2.4674 -2.2819 1.4146 -0.124
C -3.0990 -1.5484 -2.5425 2.651
C -4.3330 -2.4027 -2.8223 -0.730
O -4.6133 -2.5677 -4.2227 -0.671
H -2.8498 -1.5662 -1.4618 -0.813
H -3.2252 -0.5035 -2.8283 -0.470
H -2.2238 -1.9516 -3.1209 -0.840
H -5.1745 -1.8953 -2.3156 0.331
H -4.2540 -3.3940 -2.3966 0.302
H -5.0034 -1.6683 -4.4785 0.438
```

The energy above the lowest of the compared OMol25 structures with the same formula, charge and spin is 139.7 kJ/mol. The total charge is 0.



[2]
Density functional theory data (the ωB97M-V functional and the def2-TZVPD basis) for a molecular structure, C29H29N7O4SeSn.

Geometry as XYZ:
```
71
Properties=species:S:1:pos:R:3:mulliken_charge:R:1
Sn 0.5007 -2.0089 0.1105 1.023
C 4.0218 -0.5020 0.6419 -1.510
C 3.3197 -1.7887 0.9781 0.742
C 2.4547 -1.8529 2.0889 -0.502
C 1.8901 -3.0670 2.4917 -0.382
C 2.1727 -4.2354 1.7886 -0.560
C 3.0006 -4.1796 0.6740 -0.641
C 3.5564 -2.9699 0.2673 -0.167
H 4.4805 -0.5365 -0.3465 0.388
H 4.8224 -0.3250 1.3625 0.429
H 3.3519 0.3577 0.7072 0.180
H 2.2736 -0.9551 2.6706 0.389
H 1.2431 -3.0919 3.3590 0.461
H 1.7531 -5.1781 2.1123 0.451
H 3.2279 -5.0818 0.1218 0.454
H 4.2267 -2.9523 -0.5846 0.510
N 1.8558 -0.8080 -2.1130 -0.107
N 1.2410 0.0612 -3.0303 -0.290
C -0.0767 0.2893 -3.0075 0.352
N -0.5253 1.3752 -3.6040 -0.297
N -0.8334 -0.6896 -2.4201 -0.375
N -2.1259 -0.4966 -2.3493 1.512
O -2.8105 -1.5248 -1.9390 -0.574
O -2.7459 0.5107 -2.5739 -0.670
H 2.4145 -0.2158 -1.4976 0.029
H 2.4569 -1.4392 -2.6333 0.301
H 1.8189 0.8103 -3.3861 0.256
H 0.1158 2.0546 -3.9844 0.214
H -1.5129 1.5714 -3.6357 0.187
O -0.7720 -1.0088 1.7954 -0.773
C -0.3064 0.1183 1.4778 -0.300
N -0.4770 1.3165 2.0121 0.117
C 0.3005 2.3349 1.2784 3.727
C 0.8722 1.4573 0.1295 -1.684
O 1.5381 1.8404 -0.8064 -0.649
N 0.5353 0.1569 0.3948 0.969
C -0.6218 3.4277 0.7644 -0.261
C -0.6820 4.6706 1.3780 -0.252
C -1.5972 5.6200 0.9390 -0.937
C -2.4561 5.3329 -0.1087 -0.567
C -2.4088 4.0849 -0.7193 -0.924
C -1.4961 3.1414 -0.2822 0.026
C 1.5116 2.8087 2.0740 -0.698
C 1.8096 2.2972 3.3307 -0.099
C 2.9565 2.7121 3.9992 -1.001
C 3.8129 3.6274 3.4108 -0.492
C 3.5199 4.1347 2.1502 -0.990
C 2.3758 3.7299 1.4841 -0.058
H -1.1215 1.5188 2.7606 0.287
H -0.0148 4.9065 2.1965 0.472
H -1.6361 6.5867 1.4226 0.442
H -3.1671 6.0749 -0.4459 0.428
H -3.0903 3.8511 -1.5270 0.447
H -1.4755 2.1627 -0.7541 0.092
H 1.1458 1.5896 3.8112 0.483
H 3.1704 2.3246 4.9864 0.466
H 4.7015 3.9534 3.9344 0.462
H 4.1806 4.8551 1.6867 0.442
H 2.1517 4.1329 0.5051 0.532
Se -2.0716 -3.3080 -2.2498 0.263
C -3.7442 -4.1264 -2.1667 0.367
C -4.4654 -4.3081 -3.3519 -0.321
C -5.6882 -4.9510 -3.3012 -0.627
C -6.1806 -5.4038 -2.0823 -0.357
C -5.4611 -5.2232 -0.9053 -0.623
C -4.2364 -4.5844 -0.9401 -0.208
H -4.0656 -3.9527 -4.2920 0.381
H -6.2573 -5.1033 -4.2077 0.397
H -7.1376 -5.9076 -2.0498 0.405
H -5.8572 -5.5834 0.0340 0.395
H -3.6624 -4.4388 -0.0350 0.414
```

The energy above the lowest of the compared OMol25 structures with the same formula, charge and spin is 56.5 kJ/mol. The total charge is +2.



[3]
Density functional theory data (the ωB97M-V functional and the def2-TZVPD basis) for a molecular structure, C11H18BrCsN2O3Se3Te.

Geometry as XYZ:
```
40
Properties=species:S:1:pos:R:3:nbo_charge:R:1
Cs 1.3317 0.5959 0.9270 0.907
N 2.9034 -2.1882 1.0763 -0.882
C 3.4202 -2.5043 2.3971 -0.204
C 2.2971 -2.4190 3.4322 -0.514
C 1.5959 -1.0574 3.2869 0.782
O 2.3002 -0.0284 3.3504 -0.801
O 0.3831 -1.0515 2.9580 -0.833
H 2.2238 -2.8722 0.7541 0.382
H 3.6139 -2.1769 0.3520 0.390
H 4.1743 -1.7572 2.6548 0.189
H 3.8952 -3.4961 2.4598 0.149
H 2.7069 -2.5321 4.4391 0.199
H 1.5676 -3.2139 3.2629 0.201
Se 2.8971 -3.8154 -2.1295 -0.777
Se 1.4476 -2.6675 -3.6823 -0.289
Te 1.9558 -0.2129 -3.0003 0.050
Se 0.5409 1.0988 -4.6538 -0.904
C -2.6209 3.1358 -3.4554 -0.648
C -2.1589 3.3382 -2.0432 -0.038
C -2.6636 4.3354 -1.2177 -0.173
C -2.2054 4.4811 0.0879 -0.293
C -1.2330 3.5928 0.4966 0.154
Br -0.4805 3.6556 2.2589 0.014
N -0.7317 2.6480 -0.2591 -0.464
C -1.1756 2.5070 -1.5053 0.061
H -3.1107 4.0274 -3.8507 0.191
H -3.3274 2.3047 -3.5094 0.223
H -1.7705 2.8622 -4.0842 0.277
H -3.4221 5.0117 -1.5971 0.202
H -2.5827 5.2496 0.7469 0.219
H -0.7150 1.7355 -2.1232 0.259
C -0.7075 -2.1626 -0.5169 -0.646
C -1.7957 -2.2479 0.5315 -0.056
O -1.8265 -1.1324 1.4064 -0.774
H -0.7123 -2.9984 -1.2173 0.232
H 0.2838 -2.1734 -0.0570 0.203
H -0.8045 -1.2467 -1.1044 0.214
H -1.6933 -3.1744 1.1138 0.140
H -2.7782 -2.2797 0.0510 0.150
H -1.0224 -1.1712 1.9629 0.509
```

The energy above the lowest of the compared OMol25 structures with the same formula, charge and spin is 84.4 kJ/mol. The total charge is -2.



[4]
Density functional theory data (the ωB97M-V functional and the def2-TZVPD basis) for a molecular structure, C5H14AlF3O5P.

Geometry as XYZ:
```
29
Properties=species:S:1:pos:R:3:nbo_charge:R:1
F -2.6983 -0.4934 -5.9219 -0.359
C -1.4372 -0.0966 -6.2367 1.165
F -1.3751 1.1992 -5.8894 -0.330
F -1.3224 -0.1276 -7.5806 -0.344
O -0.5042 -0.8596 -5.7295 -0.538
C -0.4609 -0.9387 -4.2488 -0.582
Al 0.6595 0.4882 -3.2603 0.852
H 0.0409 -1.8843 -4.0367 0.179
H -1.4668 -1.0526 -3.8396 0.173
H 2.1817 0.5125 -3.8326 -0.411
H 0.0510 1.9831 -3.4941 -0.414
H 0.5627 0.1520 -1.6850 -0.390
C -1.6306 -1.1234 2.1194 -0.241
O -1.2408 0.1349 2.6810 -0.818
P 0.3233 0.5175 2.4828 2.533
O 0.7887 -0.1236 1.2567 -1.047
O 0.7731 -0.2999 3.8457 -0.850
C -0.0394 -0.2811 5.0164 -0.244
O 1.3245 1.7576 2.7623 -0.801
C 2.6097 1.4650 3.3085 -0.229
H -2.6108 -1.3500 2.5373 0.181
H -1.7089 -1.0555 1.0373 0.221
H -0.9225 -1.9039 2.3962 0.190
H -0.5970 -1.2159 5.0913 0.176
H -0.7448 0.5481 5.0198 0.180
H 0.6177 -0.1910 5.8818 0.176
H 3.0231 0.5609 2.8655 0.204
H 2.5611 1.3630 4.3917 0.175
H 3.2426 2.3148 3.0614 0.192
```

The total charge is -1.



[5]
Density functional theory data (the ωB97M-V functional and the def2-TZVPD basis) for a molecular structure, C3H4Cl3NO3.

Geometry as XYZ:
```
14
Properties=species:S:1:pos:R:3:lowdin_spin:R:1
C -0.6057 1.6879 -0.2784 0.054
C -0.4748 0.3251 0.4142 0.559
C -1.3366 -0.7162 0.1103 0.092
N 3.1250 -0.3598 -0.0183 0.432
O 3.9887 0.2467 0.4816 0.250
O 3.0437 -1.1114 -0.9390 0.242
O -0.9780 -1.8191 0.9165 0.009
Cl 1.1181 0.0067 1.0818 0.166
Cl -3.0133 -0.1735 0.6437 0.061
Cl -1.5425 -1.4256 -1.6224 0.102
H -1.5274 1.5328 -0.7963 0.000
H 0.2818 1.7952 -0.9127 0.019
H -0.5346 2.5745 0.2839 0.013
H -1.5444 -2.5632 0.6350 0.000
```

The energy above the lowest of the compared OMol25 structures with the same formula, charge and spin is 0.0 kJ/mol. Its expectation value of S² is 2.008. The total charge is 0. Its spin multiplicity is 3.



[6]
Density functional theory data (the ωB97M-V functional and the def2-TZVPD basis) for a molecular structure, C2H4LuO.

Geometry as XYZ:
```
8
Properties=species:S:1:pos:R:3:nbo_charge:R:1
H 0.4636 -1.0553 -0.9150 0.429
Lu -1.5221 0.8876 -1.1666 0.975
C 1.6915 1.0962 -0.1713 -0.818
H 1.5741 1.4537 -1.1985 0.221
H 1.8023 1.8103 0.6478 0.252
C 2.1256 -0.1843 0.0370 0.318
O 1.4655 -1.2734 -0.2901 -0.591
H 2.9358 -0.3704 0.7574 0.213
```

The total charge is +1.



Maximum force values (in eV/A) by entry order: 2.7 0.2 1.4 5.0 5.0 5.3.
Molecular weight values (in g mol⁻¹) by entry order: 1291.89 737.27 803.57 269.11 208.43 219.02.
Energy values (in eV) by entry order: -116368.988 -120326.017 -294748.379 -39688.742 -48369.421 -37793.951.